# 1
The following is a quantum chemistry calculation of one molecule with the formula C6H5N3 at a distorted geometry, from the Open Molecules 2025 dataset.

Cartesian coordinates (Å):
1 C -1.63 0.79 0.01
2 H 2.81 1.10 -0.78
3 H 1.03 -2.55 0.75
4 H 0.83 2.28 0.00
5 N 2.32 -0.84 -0.04
6 C -2.29 -0.38 -0.20
7 C 0.93 1.14 0.09
8 N -1.39 -1.45 -0.25
9 C -0.22 -0.86 -0.08
10 C 1.15 -1.46 0.17
11 H -3.27 -0.42 0.04
12 C 1.99 0.39 -0.32
13 H -1.98 1.76 0.47
14 N -0.28 0.49 0.13

Properties
Net charge ... 0
Energy above the lowest of the compared OMol25 structures with the same formula, charge and spin ... 280.5 kJ/mol
HOMO ... -8.72 eV
Orbital gap ... 0.3160 Ha

***

# 2
The following is a quantum chemistry calculation of one molecule with the formula C21H21NO6, from the Open Molecules 2025 dataset.

Cartesian coordinates (Å):
1 N 0.20 1.51 1.47
2 C -3.35 -0.35 0.06
3 C 3.91 1.45 -1.44
4 C 3.99 -1.97 0.06
5 H -4.24 2.18 -2.00
6 O -0.89 3.48 1.39
7 H 1.75 1.49 2.89
8 H -5.97 -0.60 -0.99
9 H -4.83 -1.24 -2.17
10 H -2.40 3.30 -0.78
11 O 0.33 -1.62 -0.16
12 H 3.68 3.52 -0.97
13 C -3.69 1.65 -1.23
14 C -5.17 -0.32 -1.68
15 O 2.29 -3.44 0.82
16 C 3.43 0.16 -0.92
17 H -5.58 0.34 -2.43
18 C 0.05 -2.98 0.06
19 O 2.06 2.52 -0.16
20 H 5.42 -0.53 -0.61
21 C -4.05 0.34 -0.94
22 O 4.96 1.59 -2.01
23 C 2.52 2.28 1.07
24 H 0.24 -3.56 -0.86
25 C -3.73 -1.75 0.42
26 H 0.76 -2.94 2.09
27 O 3.69 2.22 1.35
28 C -0.85 2.30 1.12
29 H 0.27 0.59 1.07
30 C 2.07 -0.16 -0.82
31 C 1.39 2.09 2.06
32 C 4.38 -0.78 -0.51
33 C -2.66 2.28 -0.56
34 H -4.78 -1.80 0.71
35 H 1.09 3.08 2.43
36 C 3.02 2.68 -1.19
37 C -1.95 1.59 0.41
38 C 0.93 -3.52 1.18
39 H -3.13 -2.11 1.26
40 H -1.78 -0.25 1.49
41 H 0.73 -4.58 1.38
42 H -1.01 -3.04 0.32
43 C 2.64 -2.27 0.21
44 H 4.71 -2.69 0.40
45 H 1.31 0.50 -1.20
46 H -3.59 -2.42 -0.43
47 C 1.68 -1.36 -0.26
48 H 2.45 2.90 -2.10
49 C -2.30 0.28 0.71

Properties
Net charge ... 0
Energy above the lowest of the compared OMol25 structures with the same formula, charge and spin ... 111.2 kJ/mol
HOMO ... -8.85 eV
Orbital gap ... 0.3370 Ha

***

# 3
The following is a quantum chemistry calculation of one molecule with the formula C4H5NO at a distorted geometry, from the Open Molecules 2025 dataset.

Cartesian coordinates (Å):
1 C 0.73 -0.22 -0.11
2 H -2.42 1.23 0.44
3 H 2.60 -1.03 0.20
4 C -1.53 0.44 -0.10
5 H -2.35 -1.50 -0.30
6 C -0.20 0.87 -0.19
7 H 2.35 0.61 0.51
8 C -1.47 -0.84 0.10
9 H 0.25 1.93 -0.32
10 N 2.10 -0.13 -0.08
11 O -0.07 -1.36 -0.15

Properties
Net charge ... 0
Energy above the lowest of the compared OMol25 structures with the same formula, charge and spin ... 298.4 kJ/mol
HOMO ... -7.76 eV
Orbital gap ... 0.3187 Ha

***

| no. | E_LUMO (eV) |
| --- | --- |
| 1 | -0.13 |
| 2 | 0.32 |
| 3 | 0.91 |